Formula: C29H29BiN5O
Source: OMol25
Level of theory: ωB97M-V/def2-TZVPD

- orbital gap (eV) = 7.28
- lowest unoccupied orbital energy (eV) = -10.140
- energy above the lowest of the compared OMol25 structures with the same formula, charge and spin (kJ/mol) = 141.46
- E_HOMO (eV) = -17.4
- F_max (eV/A) = 0.5

```
! RIJCOSX wB97M-V def2-TZVPD def2/J DEFGRID3
* xyz 3 1
Bi -0.301 -0.209 0.175
C 3.106 -0.409 -0.989
C 2.905 -1.273 0.214
C 3.884 -2.182 0.610
C 3.707 -2.931 1.757
C 2.583 -2.707 2.544
C 1.657 -1.768 2.138
N 1.793 -1.114 0.949
C 0.582 -1.269 3.030
C 0.328 -1.595 4.353
C -0.537 -0.767 5.068
C -1.024 0.412 4.512
C -0.723 0.678 3.182
N -0.041 -0.227 2.486
C -0.848 1.961 2.452
C -1.445 3.082 2.995
C -1.265 4.310 2.363
C -0.450 4.382 1.252
C 0.093 3.212 0.714
C 1.017 3.267 -0.460
N -0.155 2.027 1.280
H 3.988 -0.716 -1.544
H 2.247 -0.432 -1.655
H 3.264 0.626 -0.673
H 4.787 -2.281 0.024
H 4.450 -3.654 2.067
H 2.445 -3.236 3.477
H 0.801 -2.436 4.840
H -0.771 -1.005 6.097
H -1.578 1.115 5.119
H -2.009 3.011 3.915
H -1.719 5.203 2.772
H -0.214 5.335 0.800
H 1.499 4.240 -0.520
H 1.785 2.497 -0.380
H 0.480 3.130 -1.396
C 0.749 -4.748 -0.870
C 1.076 -4.686 -2.218
C 0.835 -3.512 -2.915
C 0.296 -2.420 -2.247
N 0.073 -2.459 -0.919
C 0.263 -3.608 -0.261
C -0.143 -1.204 -2.971
C -0.581 -1.308 -4.287
C -1.132 -0.204 -4.919
C -1.245 0.983 -4.214
C -0.783 1.022 -2.913
N -0.223 -0.032 -2.305
H 0.874 -5.662 -0.307
H 1.495 -5.544 -2.726
H 1.064 -3.452 -3.970
H 0.005 -3.608 0.791
H -0.526 -2.253 -4.806
H -1.494 -0.284 -5.935
H -1.690 1.865 -4.655
H -0.873 1.929 -2.334
C -3.768 3.114 -1.404
C -3.672 1.659 -0.993
O -2.592 1.442 -0.041
H -4.686 3.279 -1.967
H -2.924 3.416 -2.027
H -3.800 3.763 -0.526
H -3.449 1.018 -1.845
H -4.611 1.321 -0.553
H -2.854 1.894 0.770
*
```

These are the Löwdin partial charges, in e, on atoms 1 to 5: 2.110 0.002 -0.289 0.033 0.027

***

Formula: C18H19BrN2O3
Source: OMol25
Level of theory: ωB97M-V/def2-TZVPD

- orbital gap (eV) = 8.77
- SMILES string = CC(=O)N(C)c1ccc(NC(=O)COc2ccc(Br)cc2C)cc1
- lowest unoccupied orbital energy (eV) = 0.556
- energy above the lowest of the compared OMol25 structures with the same formula, charge and spin (kJ/mol) = 151.46
- E_HOMO (eV) = -8.2
- F_max (eV/A) = 0.6

```
! RIJCOSX wB97M-V def2-TZVPD def2/J DEFGRID3
* xyz 0 1
C -0.782 6.584 -1.795
C -0.607 5.094 -1.983
O -0.531 4.590 -3.084
N -0.530 4.357 -0.833
C -0.531 4.967 0.480
C -0.318 2.960 -0.905
C -1.083 2.169 -1.755
C -0.876 0.806 -1.828
C 0.104 0.207 -1.042
N 0.372 -1.166 -1.081
C -0.299 -2.149 -1.724
O -1.290 -2.021 -2.406
C 0.359 -3.525 -1.522
O 1.097 -3.647 -0.329
C 0.412 -3.748 0.854
C -0.957 -3.558 0.983
C -1.562 -3.675 2.224
C -0.789 -3.977 3.326
Br -1.610 -4.138 5.038
C 0.579 -4.163 3.211
C 1.196 -4.051 1.979
C 2.671 -4.247 1.821
C 0.868 0.996 -0.186
C 0.662 2.359 -0.120
H 0.018 7.000 -1.187
H -1.736 6.801 -1.320
H -0.764 7.050 -2.776
H -0.652 4.186 1.229
H -1.366 5.661 0.576
H 0.398 5.508 0.682
H -1.839 2.626 -2.372
H -1.473 0.200 -2.488
H 1.171 -1.464 -0.534
H -0.410 -4.301 -1.609
H 1.087 -3.669 -2.328
H -1.569 -3.313 0.130
H -2.626 -3.528 2.321
H 1.167 -4.400 4.085
H 3.118 -4.588 2.750
H 2.867 -4.976 1.037
H 3.146 -3.313 1.522
H 1.635 0.539 0.424
H 1.278 2.956 0.535
*
```

These are the Löwdin partial charges, in e, on atoms 1 to 5: 0.001 -0.493 0.065 -0.058 -0.048

***

Formula: C28H71N3O9
Source: OMol25
Level of theory: ωB97M-V/def2-TZVPD

- orbital gap (eV) = 8.20
- SMILES string = CC1(C)CCCC(C)(C)N1O.CC1(C)CCCC(C)(C)N1O.CC1(C)CCCC(C)(C)N1O.CO.O.O.O.O.O
- lowest unoccupied orbital energy (eV) = 0.081
- energy above the lowest of the compared OMol25 structures with the same formula, charge and spin (kJ/mol) = 283.14
- E_HOMO (eV) = -8.1
- F_max (eV/A) = 3.0

```
! RIJCOSX wB97M-V def2-TZVPD def2/J DEFGRID3
* xyz 0 1
C -3.130 -28.442 -14.130
C -4.560 -27.878 -14.314
C -5.230 -28.351 -13.054
C -4.448 -26.270 -14.317
C -5.599 -25.461 -14.958
C -6.131 -26.121 -16.273
C -6.381 -27.705 -16.118
C -7.677 -27.909 -15.390
C -6.516 -28.257 -17.595
N -5.206 -28.401 -15.517
O -5.285 -29.834 -15.629
H -3.142 -29.518 -14.309
H -2.481 -27.961 -14.862
H -2.678 -28.197 -13.169
H -5.327 -29.435 -13.102
H -4.813 -28.001 -12.110
H -6.241 -27.952 -12.966
H -4.348 -26.033 -13.258
H -3.501 -25.952 -14.752
H -6.432 -25.277 -14.280
H -5.200 -24.485 -15.235
H -5.380 -25.815 -17.001
H -7.007 -25.599 -16.660
H -7.581 -27.604 -14.348
H -7.969 -28.957 -15.319
H -8.479 -27.425 -15.947
H -5.598 -28.199 -18.179
H -7.156 -27.616 -18.202
H -7.006 -29.231 -17.611
H -4.587 -30.085 -16.238
C -11.556 -15.543 -23.721
C -12.271 -16.558 -22.749
C -12.612 -15.886 -21.475
C -13.461 -17.041 -23.583
C -13.943 -18.436 -23.184
C -12.745 -19.416 -23.131
C -11.559 -19.024 -22.260
C -12.080 -19.166 -20.786
C -10.470 -20.036 -22.619
N -11.247 -17.626 -22.574
O -10.142 -17.163 -21.832
H -11.125 -16.087 -24.561
H -12.245 -14.732 -23.960
H -10.717 -15.097 -23.188
H -11.754 -15.651 -20.845
H -13.042 -14.903 -21.665
H -13.442 -16.377 -20.967
H -14.320 -16.383 -23.450
H -13.218 -17.254 -24.624
H -14.438 -18.386 -22.214
H -14.686 -18.817 -23.884
H -12.409 -19.602 -24.151
H -13.068 -20.424 -22.871
H -13.073 -18.752 -20.611
H -11.391 -18.670 -20.101
H -12.053 -20.228 -20.541
H -10.334 -20.044 -23.700
H -10.589 -21.076 -22.314
H -9.550 -19.779 -22.095
H -9.431 -17.429 -22.421
C -4.895 -24.001 -22.540
C -3.822 -23.462 -23.556
C -4.006 -24.263 -24.908
C -4.103 -21.893 -23.678
C -3.038 -21.043 -24.280
C -1.658 -21.388 -23.659
C -1.294 -22.927 -23.564
C -0.779 -23.455 -24.966
C -0.134 -23.050 -22.556
N -2.449 -23.690 -23.073
O -2.173 -25.006 -22.867
H -4.795 -23.520 -21.567
H -5.938 -24.006 -22.856
H -4.661 -25.054 -22.380
H -5.050 -24.336 -25.211
H -3.541 -23.753 -25.752
H -3.806 -25.327 -24.784
H -5.074 -21.743 -24.149
H -4.128 -21.447 -22.684
H -2.929 -21.369 -25.314
H -3.417 -20.022 -24.328
H -1.704 -21.014 -22.637
H -0.838 -20.798 -24.070
H 0.194 -23.023 -25.203
H -1.452 -23.318 -25.812
H -0.638 -24.533 -24.896
H -0.517 -22.738 -21.584
H 0.708 -22.413 -22.825
H 0.230 -24.071 -22.442
H -2.077 -25.384 -23.744
C -2.415 -16.540 -20.444
O -3.421 -16.862 -19.436
H -1.767 -17.384 -20.678
H -2.923 -16.209 -21.350
H -1.777 -15.689 -20.203
H -3.019 -16.518 -18.635
O -5.901 -20.598 -18.691
H -5.454 -19.751 -18.677
H -5.241 -21.222 -18.387
O -1.707 -21.394 -14.926
H -1.780 -21.925 -15.719
H -1.893 -22.003 -14.211
O -8.256 -18.413 -16.783
H -7.836 -19.152 -17.225
H -8.990 -18.179 -17.351
O -3.153 -17.891 -14.805
H -4.074 -18.131 -14.911
H -2.698 -18.726 -14.696
O -2.388 -22.864 -18.690
H -1.858 -23.645 -18.536
H -2.554 -22.868 -19.633
*
```

These are the Löwdin partial charges, in e, on atoms 1 to 5: -0.046 -0.500 -0.067 -0.098 -0.175

***

Formula: C5H5NS2
Source: OMol25
Level of theory: ωB97M-V/def2-TZVPD

- orbital gap (eV) = 8.48
- SMILES string = N#C[C@@H]1C(=S)C[C@@H]1S
- lowest unoccupied orbital energy (eV) = -0.732
- energy above the lowest of the compared OMol25 structures with the same formula, charge and spin (kJ/mol) = 110.23
- E_HOMO (eV) = -9.2
- F_max (eV/A) = 0.7

```
! RIJCOSX wB97M-V def2-TZVPD def2/J DEFGRID3
* xyz 0 1
N 2.756 -0.289 -1.254
C 1.812 -0.544 -0.643
C 0.594 -0.859 0.098
C -0.646 -0.991 -0.818
S -1.221 -2.190 -1.687
C -1.131 0.388 -0.423
C -0.133 0.362 0.760
S 0.903 1.799 1.112
H 0.737 -1.735 0.735
H -0.850 1.116 -1.177
H -2.205 0.502 -0.198
H -0.587 0.013 1.663
H -0.029 2.428 1.834
*
```

These are the Löwdin partial charges, in e, on atoms 1 to 5: 0.177 -0.220 -0.299 -0.781 0.786

***

Formula: C33H54ClInN2PSi4Te
Source: OMol25
Level of theory: ωB97M-V/def2-TZVPD

- orbital gap (eV) = 6.86
- lowest unoccupied orbital energy (eV) = -7.982
- energy above the lowest of the compared OMol25 structures with the same formula, charge and spin (kJ/mol) = 0.00
- E_HOMO (eV) = -14.8
- F_max (eV/A) = 0.2

```
! RIJCOSX wB97M-V def2-TZVPD def2/J DEFGRID3
* xyz 3 1
In -1.342 1.484 0.937
Cl -2.716 -1.095 0.393
C -1.763 -2.492 0.905
C -2.355 -3.730 0.725
C -1.662 -4.867 1.112
C -0.395 -4.755 1.671
C 0.175 -3.506 1.848
C -0.496 -2.341 1.470
P 0.251 -0.703 1.767
C 0.134 -0.518 3.574
C -1.010 -0.981 4.228
C -1.157 -0.804 5.596
C -0.157 -0.173 6.325
C 0.976 0.303 5.678
C 1.118 0.149 4.305
C 2.006 -0.816 1.353
C 2.418 -0.222 0.160
C 3.742 -0.311 -0.247
C 4.661 -0.991 0.539
C 4.261 -1.572 1.737
C 2.940 -1.484 2.146
H -3.347 -3.801 0.298
H -2.120 -5.839 0.984
H 0.144 -5.641 1.978
H 1.161 -3.436 2.288
H -1.777 -1.515 3.677
H -2.036 -1.186 6.096
H -0.250 -0.077 7.399
H 1.771 0.766 6.250
H 2.012 0.513 3.813
H 1.701 0.313 -0.454
H 4.059 0.158 -1.169
H 5.695 -1.059 0.228
H 4.982 -2.091 2.354
H 2.647 -1.923 3.092
C -3.837 0.103 -3.482
Si -2.363 0.611 -4.483
C -1.891 -0.719 -5.726
C -2.510 2.267 -5.285
Si 0.413 -1.087 -4.187
Te -0.399 0.765 -2.784
Si 0.045 -3.256 -3.265
C 1.100 -3.213 -1.724
C -1.767 -3.348 -2.835
C 0.586 -4.514 -4.521
Si 1.899 -0.323 -5.890
C 2.026 -1.639 -7.195
C 3.436 -0.140 -4.839
C 1.288 1.319 -6.515
H -4.707 0.016 -4.138
H -4.069 0.850 -2.721
H -3.683 -0.858 -2.990
H -2.773 -0.908 -6.351
H -1.669 -1.705 -5.290
H -1.101 -0.414 -6.414
H -3.327 2.243 -6.013
H -1.597 2.548 -5.809
H -2.738 3.043 -4.553
H 0.802 -2.394 -1.066
H 2.165 -3.112 -1.942
H 0.963 -4.147 -1.171
H -2.066 -2.502 -2.211
H -1.943 -4.265 -2.266
H -2.412 -3.385 -3.715
H 1.648 -4.419 -4.755
H 0.022 -4.436 -5.452
H 0.427 -5.520 -4.125
H 2.338 -2.598 -6.780
H 2.769 -1.345 -7.941
H 1.079 -1.783 -7.719
H 3.756 -1.081 -4.386
H 3.295 0.606 -4.055
H 4.255 0.206 -5.476
H 0.395 1.234 -7.135
H 2.069 1.759 -7.140
H 1.090 2.014 -5.697
C 0.420 4.919 6.013
C 0.665 4.054 4.752
N -0.579 3.853 4.009
C -1.090 5.144 3.549
C -1.335 6.097 4.745
N -1.027 5.324 5.998
C -1.905 4.107 6.089
C -1.567 3.208 4.874
H 1.012 5.831 6.026
H 0.592 4.377 6.941
H 1.061 3.081 5.036
H 1.389 4.537 4.098
H -2.019 4.980 3.005
H -0.372 5.585 2.861
H -2.366 6.436 4.817
H -0.680 6.967 4.737
H -1.210 5.921 6.804
H -2.937 4.454 6.089
H -1.697 3.628 7.044
H -2.471 3.013 4.297
H -1.165 2.251 5.208
*
```

These are the Löwdin partial charges, in e, on atoms 1 to 5: 0.555 0.584 -0.616 -0.100 -0.036

***

Formula: C4H10IN3O3P
Source: OMol25
Level of theory: ωB97M-V/def2-TZVPD

- orbital gap (alpha / beta) (eV) = 7.55 / 7.47
- lowest unoccupied orbital energy (alpha / beta) (eV) = -4.122 / -4.696
- energy above the lowest of the compared OMol25 structures with the same formula, charge and spin (kJ/mol) = 51.53
- E_HOMO (alpha / beta) (eV) = -11.7 / -12.2
- F_max (eV/A) = 4.6

```
! RIJCOSX wB97M-V def2-TZVPD def2/J DEFGRID3
* xyz 1 1
C 0.736 0.453 -0.280
C -2.764 -0.457 1.148
C -1.307 0.000 1.208
C -0.856 0.267 -0.220
N 2.739 -0.625 -1.965
N 3.637 -2.321 1.064
N -1.409 1.511 -0.901
O 1.008 1.473 -0.871
O 2.873 -3.167 0.783
O 1.454 -0.508 0.161
P 3.056 -0.588 -0.505
I 4.043 1.439 0.426
H -2.979 -1.307 0.480
H -3.048 -0.768 2.113
H -3.425 0.370 0.878
H -1.215 0.857 1.795
H -0.756 -0.784 1.673
H -1.042 -0.636 -0.812
H 3.408 -0.727 -2.718
H -0.481 2.111 -1.030
H -2.139 2.046 -0.447
H -1.533 1.361 -1.979
*
```

These are the Löwdin partial charges, in e, on atoms 1 to 5: -0.566 -0.080 -0.182 -0.176 -0.194

***

Formula: C2H13BN2NbOTl
Source: OMol25
Level of theory: ωB97M-V/def2-TZVPD

- orbital gap (eV) = 7.13
- lowest unoccupied orbital energy (eV) = -9.971
- E_HOMO (eV) = -17.1
- F_max (eV/A) = 7.1

```
! RIJCOSX wB97M-V def2-TZVPD def2/J DEFGRID3
* xyz 2 1
C 2.881 -0.292 0.998
C 2.136 -0.107 -0.322
Nb 0.038 -0.238 -0.006
N -0.450 1.508 -1.121
B -2.467 -0.470 0.216
N -2.868 0.631 0.921
O -2.928 -1.520 -0.357
H 2.370 0.113 1.868
H 3.839 0.214 0.883
H 3.102 -1.340 1.164
H 2.311 0.891 -0.731
H 2.386 -0.840 -1.097
H -0.399 -1.301 -1.439
H 0.127 -1.758 0.951
H -0.151 0.660 1.565
H -0.575 1.163 -2.064
H -1.379 1.860 -0.883
H -2.234 1.410 1.063
H -3.293 0.400 1.822
H -3.176 -2.308 0.160
Tl 0.731 1.327 -3.589
*
```

These are the Löwdin partial charges, in e, on atoms 1 to 5: -0.137 -0.353 1.230 -0.275 -0.559